Entry 1:
C46H62F2IN3O2Sn as an isolated structure, computed with ωB97M-V/def2-TZVPD.

```
! RIJCOSX wB97M-V def2-TZVPD def2/J DEFGRID3
* xyz -2 1
Sn -1.523 0.515 0.348
C 0.349 -1.753 -3.246
N 0.054 -0.528 -2.552
C -0.821 0.317 -3.326
C 1.241 0.188 -2.121
C 2.042 -0.506 -1.013
N 1.803 -0.074 0.366
C 2.215 1.303 0.591
C 1.664 1.989 1.822
C 2.505 2.129 2.918
C 2.172 2.901 4.019
C 0.968 3.594 3.945
C 0.091 3.516 2.873
C 0.392 2.632 1.789
O -0.407 2.496 0.747
C -1.101 4.473 2.796
C -2.433 3.714 2.717
C -1.204 5.408 4.007
C -0.900 5.372 1.563
C 3.042 3.025 5.266
C 4.425 2.403 5.060
C 3.241 4.501 5.645
C 2.350 2.307 6.432
C 2.539 -0.964 1.285
C 1.793 -1.656 2.393
C 2.246 -1.496 3.690
C 1.746 -2.233 4.755
C 0.737 -3.150 4.450
C 0.252 -3.372 3.174
C 0.789 -2.621 2.057
O 0.440 -2.817 0.847
C -0.822 -4.427 2.910
C -2.061 -3.737 2.328
C -1.258 -5.173 4.174
C -0.289 -5.470 1.916
C 2.205 -2.049 6.198
C 2.556 -3.403 6.834
C 1.082 -1.392 7.016
C 3.452 -1.167 6.292
H 0.944 -1.582 -4.168
H -0.585 -2.241 -3.529
H 0.898 -2.438 -2.601
H -0.368 0.626 -4.290
H -1.066 1.213 -2.756
H -1.753 -0.210 -3.532
H 0.919 1.173 -1.785
H 1.914 0.344 -2.992
H 3.121 -0.389 -1.249
H 1.814 -1.571 -1.032
H 1.939 1.910 -0.270
H 3.322 1.337 0.666
H 3.457 1.612 2.879
H 0.707 4.238 4.773
H -2.705 3.319 3.699
H -2.382 2.883 2.023
H -3.235 4.382 2.389
H -1.315 4.852 4.939
H -2.095 6.032 3.887
H -0.338 6.069 4.093
H -0.791 4.773 0.664
H 0.007 5.970 1.686
H -1.750 6.049 1.440
H 4.946 2.871 4.223
H 4.355 1.332 4.862
H 5.029 2.537 5.961
H 3.583 5.077 4.783
H 3.986 4.592 6.441
H 2.316 4.953 6.004
H 2.211 1.250 6.200
H 1.363 2.735 6.611
H 2.939 2.389 7.352
H 3.347 -0.380 1.752
H 3.032 -1.742 0.688
H 3.027 -0.758 3.855
H 0.315 -3.726 5.265
H -2.519 -3.087 3.075
H -2.806 -4.474 2.013
H -1.775 -3.133 1.469
H -1.686 -4.496 4.916
H -0.426 -5.713 4.635
H -2.027 -5.903 3.907
H 0.043 -4.968 1.009
H -1.069 -6.198 1.669
H 0.559 -6.006 2.354
H 1.709 -4.088 6.814
H 2.860 -3.270 7.878
H 3.378 -3.874 6.290
H 0.218 -2.054 7.084
H 0.754 -0.471 6.530
H 1.418 -1.153 8.032
H 4.265 -1.575 5.688
H 3.790 -1.108 7.331
H 3.252 -0.151 5.946
F -3.872 5.274 -1.533
C -4.076 3.934 -1.357
C -3.101 3.166 -0.761
C -3.285 1.799 -0.562
C -4.492 1.230 -1.028
C -5.437 2.050 -1.630
F -6.600 1.525 -2.131
C -5.270 3.408 -1.805
C -4.716 -0.234 -0.936
C -5.970 -0.809 -0.714
C -6.081 -2.186 -0.706
C -4.945 -2.962 -0.886
C -3.733 -2.307 -1.033
N -3.627 -0.986 -1.074
H -2.181 3.634 -0.447
H -6.027 4.011 -2.283
H -6.830 -0.183 -0.533
H -7.046 -2.652 -0.543
H -4.990 -4.043 -0.879
H -2.800 -2.855 -1.104
I -4.516 0.584 2.777
C -2.365 0.459 2.483
H -2.113 -0.504 2.925
H -1.963 1.242 3.128
*
```

maximum force	0.38	eV Å⁻¹
E	-76642.338	eV
frontier orbital gap	5.3	eV

Entry 2:
C6H20AgBrO10P2 as an isolated structure in a non-equilibrium geometry, computed with ωB97M-V/def2-TZVPD.

```
! RIJCOSX wB97M-V def2-TZVPD def2/J DEFGRID3
* xyz -1 2
Ag -1.978 -0.364 0.675
Br -1.987 -3.028 1.783
O -3.255 0.052 2.423
H -3.416 0.351 3.324
O -3.950 -0.985 -0.175
H -4.361 -1.173 -1.021
C -2.484 -1.143 -4.484
O -2.063 -1.260 -3.130
P -0.643 -0.847 -2.580
O -0.476 -0.759 -1.117
O -0.268 0.558 -3.238
C 0.658 1.462 -2.739
O 0.264 -1.957 -3.361
C 1.660 -1.900 -3.142
H -1.966 -0.365 -5.049
H -3.557 -0.975 -4.506
H -2.191 -2.104 -4.924
H 1.619 1.505 -3.271
H 0.941 1.422 -1.686
H 0.272 2.473 -2.911
H 1.979 -2.892 -2.819
H 2.084 -1.155 -2.462
H 2.114 -1.618 -4.103
C -0.271 0.522 5.163
O 0.457 1.407 4.318
P 0.945 0.894 2.893
O -0.060 0.451 1.926
O 1.852 2.150 2.434
C 1.418 2.824 1.233
O 2.088 -0.138 3.304
C 2.828 -0.698 2.243
H 0.112 -0.499 5.166
H -1.316 0.590 4.861
H -0.272 0.765 6.229
H 1.027 3.803 1.515
H 0.596 2.295 0.756
H 2.269 2.965 0.570
H 2.590 -0.353 1.236
H 2.831 -1.782 2.374
H 3.911 -0.495 2.290
*
```

maximum force	2.42	eV Å⁻¹
E	-119642.309	eV
frontier orbital gap (spin up / spin down)	5.3 / 4.8	eV

Entry 3:
C17H33BBr4N5O3 as an isolated structure in a non-equilibrium geometry, computed with ωB97M-V/def2-TZVPD.

```
! RIJCOSX wB97M-V def2-TZVPD def2/J DEFGRID3
* xyz 1 1
C -0.845 0.619 2.863
C -0.017 0.759 1.973
C 0.997 0.487 0.856
C 0.676 0.959 -0.615
C -0.816 0.763 -1.085
C -1.496 -0.577 -0.623
C -2.781 -0.819 -1.528
O -3.131 -0.094 -2.403
O -3.488 -1.992 -1.245
C 2.393 1.187 1.268
N 3.449 0.124 1.202
C 2.841 -1.033 0.595
N 3.358 -1.980 -0.145
N 2.639 -3.045 -0.706
C 2.023 -3.943 0.308
C 1.671 -5.388 -0.227
C 1.867 -5.556 -1.802
C 1.045 -6.834 -2.295
B 4.863 -1.958 -0.443
N 5.606 -0.735 -0.795
O 5.493 -3.201 -0.377
N 1.456 -0.942 0.995
H -1.475 0.345 3.731
H 0.904 2.062 -0.646
H 1.426 0.474 -1.301
H -1.448 1.652 -0.835
H -0.790 0.731 -2.213
H -1.880 -0.427 0.417
H -0.863 -1.493 -0.756
H -2.894 -2.554 -0.710
H 2.326 1.395 2.370
H 2.712 2.075 0.678
H 3.729 -0.237 2.119
H 1.953 -2.718 -1.388
H 1.040 -3.469 0.607
H 2.630 -4.024 1.246
H 0.575 -5.567 -0.042
H 2.215 -6.205 0.320
H 1.391 -4.672 -2.299
H 2.958 -5.665 -2.038
H 1.713 -7.728 -2.196
H 0.087 -6.962 -1.736
H 0.785 -6.673 -3.377
H 5.815 -0.237 0.074
H 4.987 -0.172 -1.391
H 6.227 -3.126 -1.022
H 1.007 -1.362 0.167
Br -1.585 2.742 1.756
C -2.900 3.941 2.577
C -2.625 5.386 2.241
Br -1.138 6.086 3.287
H -2.883 3.738 3.645
H -3.861 3.630 2.166
H -3.476 6.012 2.505
H -2.377 5.543 1.195
Br -4.235 4.454 -1.265
C -5.552 5.641 -0.455
C -5.283 7.083 -0.803
Br -3.799 7.794 0.238
H -5.534 5.448 0.615
H -6.511 5.320 -0.862
H -6.139 7.704 -0.543
H -5.036 7.234 -1.851
*
```

maximum force	4.64	eV Å⁻¹
E	-312594.585	eV
frontier orbital gap	7.4	eV

Entry 4:
C16H23N3O4S as an isolated structure in a non-equilibrium geometry, computed with ωB97M-V/def2-TZVPD.

```
! RIJCOSX wB97M-V def2-TZVPD def2/J DEFGRID3
* xyz 0 1
C -0.575 -1.616 1.288
H -0.042 -0.628 1.178
H 0.303 -2.233 0.876
H -0.879 -1.884 2.192
C -1.792 -1.922 0.103
N -3.034 -1.078 0.775
C -4.170 -1.225 -0.052
C -4.573 -2.524 -0.440
C -3.450 -3.392 -0.884
C -2.179 -3.268 0.146
H -1.420 -3.603 -0.172
H -2.597 -3.475 1.050
H -3.671 -4.649 -0.924
H -3.087 -3.038 -1.765
H -4.892 -2.893 0.540
H -5.466 -2.641 -0.881
H -4.862 -0.631 0.197
H -3.832 -0.797 -1.143
C -2.635 0.479 1.077
H -3.698 0.790 1.701
C -2.329 1.339 -0.062
N -1.643 2.537 0.742
S -0.324 3.167 -0.339
O 0.038 4.339 0.366
O -0.707 3.201 -2.019
C 1.001 1.813 -0.131
C 1.570 1.587 1.103
C 2.502 0.933 1.388
C 2.601 -0.240 0.572
C 2.058 -0.207 -0.710
C 1.143 0.943 -1.150
H 0.595 0.868 -2.175
O 2.442 -1.205 -1.500
C 3.275 -2.096 -0.800
O 3.790 -3.049 -1.125
N 3.508 -1.127 0.473
C 4.362 -1.806 1.302
H 5.104 -1.054 1.965
H 4.783 -2.683 1.126
H 3.648 -1.900 2.473
H 3.054 0.671 2.530
H 1.198 2.636 2.041
H -2.174 3.126 1.043
H -1.646 0.685 -0.618
H -3.239 1.756 -0.636
H -1.825 0.310 1.912
H -1.422 -1.515 -0.709
*
```

maximum force	19.43	eV Å⁻¹
E	-40443.101	eV
frontier orbital gap	8.5	eV

> E of number 2 (C6H20AgBrO10P2)?

-119642.309 eV